1.
101
Properties=species:S:1:pos:R:3 method="wB97M-V/def2-TZVPD" orbital_gap_ev=8.44 homo_energy_ev=-9.28
C 5.97237 0.17206 2.05090
C 4.53111 -0.13232 1.79621
Br 4.27010 -1.80841 0.94230
C 3.48072 0.63631 2.11324
Br 3.87510 2.28578 2.98234
B 1.95554 0.38931 1.91402
O 1.04104 1.34953 2.32078
B -0.04877 0.88379 3.02468
O -0.50279 -0.39842 2.78798
B 0.41926 -1.30088 2.28276
O 0.37496 -2.60351 2.66244
O 1.41456 -0.79281 1.45299
H 6.20751 -0.01340 3.10101
H 6.60787 -0.44672 1.42809
H 6.17474 1.21926 1.83305
H -0.56929 1.55854 3.85009
H 0.43407 -3.26081 1.96899
C -3.31421 2.43030 2.37544
C -2.52051 3.42833 1.82470
C -2.81430 4.76382 2.05364
C -3.91092 5.06593 2.83967
C -4.72368 4.09423 3.39586
C -4.41552 2.76507 3.15394
N -4.22626 6.48570 3.09976
O -3.51653 7.32459 2.58310
O -5.17742 6.72955 3.81475
H -3.07975 1.38859 2.20088
H -1.66254 3.16844 1.21772
H -2.21375 5.55998 1.64048
H -5.57247 4.38420 3.99676
H -5.03745 1.98294 3.56934
C -4.65882 -2.51287 -2.99873
C -3.36762 -2.39766 -2.49766
C -3.14602 -1.77568 -1.28006
C -4.24036 -1.28205 -0.59169
C -5.53311 -1.37296 -1.07261
C -5.73730 -1.99837 -2.29233
N -4.02070 -0.64451 0.71820
O -2.87724 -0.56235 1.12970
O -4.99205 -0.24011 1.32657
H -4.82716 -3.01263 -3.94352
H -2.53028 -2.79762 -3.05344
H -2.15524 -1.67243 -0.86429
H -6.35382 -0.97332 -0.49650
H -6.73890 -2.09676 -2.68343
C 5.34870 -0.55040 -4.68439
C 6.28045 0.47620 -4.75328
C 7.11209 0.72866 -3.67352
C 6.98539 -0.06333 -2.54703
C 6.05930 -1.08757 -2.44893
C 5.23577 -1.32622 -3.53812
N 7.88037 0.19386 -1.40213
O 8.65455 1.12433 -1.48092
O 7.78646 -0.54460 -0.43916
H 4.70965 -0.74326 -5.53629
H 6.35216 1.06881 -5.65267
H 7.84891 1.51757 -3.69437
H 5.98552 -1.67586 -1.54676
H 4.50362 -2.12101 -3.48744
C -5.89824 -6.89220 2.45956
C -5.84236 -7.65589 1.30109
C -6.24790 -7.11657 0.09055
C -6.70316 -5.81112 0.07722
C -6.77217 -5.02893 1.21583
C -6.36283 -5.58414 2.41781
N -7.12110 -5.22226 -1.21003
O -7.05278 -5.91705 -2.20309
O -7.49459 -4.06561 -1.20271
H -5.57701 -7.31844 3.40069
H -5.48083 -8.67452 1.33753
H -6.21608 -7.68497 -0.82661
H -7.13574 -4.01447 1.15233
H -6.40615 -4.99204 3.32174
C -2.52770 1.41133 6.23940
C -1.84748 0.20243 6.17418
C -1.62487 -0.53298 7.32795
C -2.10020 -0.03229 8.52619
C -2.77874 1.16900 8.61925
C -2.98915 1.89425 7.45680
N -1.87909 -0.81669 9.75881
O -1.26432 -1.85957 9.66060
O -2.32685 -0.37363 10.79713
H -2.69519 1.98157 5.33516
H -1.49447 -0.17421 5.22371
H -1.09694 -1.47447 7.30988
H -3.12604 1.51707 9.58017
H -3.51485 2.83874 7.50354
C 7.23555 5.22431 -10.34794
C 6.23633 5.01551 -9.40660
C 6.08437 3.77069 -8.81690
C 6.95088 2.76037 -9.19189
C 7.95270 2.93955 -10.12816
C 8.08907 4.19018 -10.70904
N 6.80664 1.43403 -8.56164
O 5.90823 1.28785 -7.75146
O 7.58966 0.56554 -8.87955
H 7.35033 6.19941 -10.80244
H 5.57281 5.82281 -9.12826
H 5.31629 3.57804 -8.08342
H 8.60173 2.11674 -10.38680
H 8.86514 4.35586 -11.44370

---

2.
80
Properties=species:S:1:pos:R:3 method="wB97M-V/def2-TZVPD" orbital_gap_ev="5.14 / 4.58" charge=+1 homo_energy_ev="-8.92 / -8.64"
C -1.49074 -0.34237 1.46202
C -2.26530 0.08469 0.34389
C -2.16959 -0.91207 -0.67020
H -2.90809 0.96452 0.32246
C -1.33517 -1.95614 -0.18024
C -0.91138 -1.60568 1.13744
H -0.37294 -2.25040 1.83212
H -1.46164 0.13468 2.44223
H -2.74508 -0.94535 -1.59648
H -1.14286 -2.90718 -0.67831
Bi 0.68377 0.26408 -0.49548
Si 0.80880 0.17514 -3.65545
C -0.12750 1.69636 -4.14991
C 0.41005 2.69876 -4.99624
H 1.38705 2.54527 -5.45368
C -0.30643 3.86078 -5.27289
H 0.10354 4.60357 -5.96338
C -1.55110 4.07894 -4.67691
H -2.07376 5.02133 -4.84017
C -2.10692 3.09327 -3.85659
H -3.07434 3.25418 -3.37870
C -1.42264 1.89788 -3.62282
H -1.89038 1.12034 -3.01879
C 0.01079 -1.40682 -4.16754
C -1.15626 -1.46513 -4.95602
H -1.51441 -0.56982 -5.47289
C -1.87150 -2.67340 -5.06876
H -2.81625 -2.70121 -5.62427
C -1.38818 -3.84666 -4.47700
H -1.95806 -4.78469 -4.54294
C -0.15773 -3.82317 -3.80820
H 0.25250 -4.74715 -3.39038
C 0.54382 -2.62155 -3.67456
H 1.52169 -2.60423 -3.18415
H 2.29052 0.12013 -3.28557
Si 2.60241 0.48741 -7.65003
C 1.93410 -1.16320 -8.12407
C 1.08068 -1.19043 -9.24284
H 0.81507 -0.25479 -9.74437
C 0.54565 -2.39808 -9.69086
H -0.12168 -2.39679 -10.55795
C 0.85746 -3.58207 -9.01642
H 0.40754 -4.51748 -9.34779
C 1.72653 -3.56176 -7.91940
H 1.98170 -4.49171 -7.41087
C 2.25883 -2.35550 -7.46085
H 2.90768 -2.33099 -6.58472
C 1.37851 1.76696 -8.22208
C 0.00919 1.87007 -7.92455
H -0.45578 1.18872 -7.21009
C -0.76039 2.89220 -8.50234
H -1.81152 3.01255 -8.21378
C -0.18207 3.78145 -9.41564
H -0.77793 4.59249 -9.84727
C 1.17129 3.64815 -9.76176
H 1.62670 4.31673 -10.49823
C 1.95212 2.67159 -9.13813
H 3.02233 2.59306 -9.35071
H 3.91889 0.67387 -8.32788
Cl 3.12523 0.53746 -5.66214
C 0.30654 3.85331 2.26499
C 1.20751 3.59976 3.30691
C 1.97780 2.43834 3.26787
C 1.84610 1.54961 2.19979
N 0.98581 1.83919 1.16405
C 0.21227 2.96189 1.20498
C 2.50017 0.24965 2.13803
C 3.34120 -0.24517 3.13183
C 3.81258 -1.55668 3.05467
C 3.41565 -2.36139 1.97950
C 2.59095 -1.83442 0.99830
N 2.16844 -0.53860 1.05621
H -0.32532 4.73747 2.27508
H 1.31337 4.27986 4.14910
H 2.68704 2.16282 4.05037
H -0.47618 3.11878 0.36939
H 3.58817 0.42954 3.95319
H 4.46914 -1.93463 3.83430
H 3.73735 -3.39920 1.90276
H 2.24746 -2.42373 0.14391